No. 1
C36H32FIrN8O7S | ωB97M-V/def2-TZVPD

Geometry as ORCA input:
```
! wB97M-V def2-TZVPD RIJCOSX def2/J DEFGRID3
* xyz 0 1
Ir 1.06914 1.77272 1.37504
S 1.06357 3.82988 2.32120
C -0.57616 4.15402 1.79119
N -1.42874 4.94854 2.35697
N -1.07291 5.44084 3.52281
C -1.88674 6.34449 4.21457
C -3.01075 6.90908 3.62297
C -3.77425 7.80815 4.35055
C -3.42996 8.14808 5.65205
C -2.30750 7.57320 6.23260
C -1.53477 6.67124 5.52057
N -1.00095 3.67472 0.57049
N -0.33102 2.69944 0.13141
C -0.43936 2.57729 -1.29426
C -0.72646 1.34535 -1.85852
C -0.78358 1.20976 -3.23581
C -0.56015 2.31300 -4.04962
C -0.30062 3.55031 -3.47601
C -0.24351 3.68961 -2.09743
H -0.20755 5.12085 3.94757
H -3.27107 6.63671 2.61068
H -4.64797 8.25180 3.89041
H -4.02939 8.85602 6.20836
H -2.03265 7.82082 7.24953
H -0.66515 6.21259 5.97544
H -0.95339 0.51362 -1.21020
H -1.00995 0.24386 -3.67346
H -0.58918 2.21101 -5.12675
H -0.13376 4.41484 -4.10456
H -0.01777 4.64182 -1.63812
O 5.32831 -0.05723 6.54644
C 4.37941 -0.74130 6.12474
O 3.96178 -1.86451 6.46130
C 3.61939 -0.11492 4.95772
C 4.29907 0.38487 3.84924
C 3.60249 0.92004 2.78778
N 2.26843 0.99523 2.80825
C 1.58624 0.55516 3.88266
C 2.22788 -0.01590 4.95611
C 0.08972 0.74304 3.81602
O -0.63863 0.35706 4.70232
O -0.34385 1.33205 2.72273
H 5.37987 0.35941 3.83442
H 4.08432 1.31059 1.90073
H 1.64060 -0.39295 5.78150
C 3.16926 -3.69167 -3.78423
C 2.43310 -2.39309 -4.07851
N 1.91082 -1.75625 -2.86863
C 2.53015 -0.65046 -2.38316
C 2.25033 -0.04439 -1.19926
C 3.03475 1.23583 -0.89409
O 4.06326 1.39422 -1.53611
O 2.55098 2.06787 -0.05329
C 1.25479 -0.63545 -0.37104
O 1.01679 -0.30425 0.80607
C 0.47808 -1.72978 -0.95519
C -0.64642 -2.19093 -0.27120
C -1.40621 -3.18471 -0.81414
F -2.52144 -3.58170 -0.16485
C -1.06669 -3.78968 -2.03482
C 0.05498 -3.33468 -2.70503
C 0.82474 -2.27997 -2.19221
N -1.80673 -4.86705 -2.60376
C -2.32745 -4.69427 -3.95363
C -2.17581 -6.03733 -4.69235
N -2.06143 -7.09825 -3.63379
C -3.12927 -6.89563 -2.59937
C -2.75089 -5.63414 -1.79525
H 3.49378 -4.15591 -4.71571
H 2.54374 -4.40203 -3.24331
H 4.05070 -3.49682 -3.17435
H 1.61429 -2.53905 -4.78702
H 3.11503 -1.67802 -4.53323
H 3.32274 -0.23386 -2.99239
H -0.91593 -1.73404 0.67409
H 0.34355 -3.82483 -3.62444
H -1.78035 -3.91809 -4.47960
H -3.38183 -4.39249 -3.92864
H -1.27249 -6.08947 -5.29736
H -3.03978 -6.27353 -5.30986
H -1.16835 -6.92294 -3.16149
H -2.06166 -8.03729 -4.02677
H -3.18949 -7.78350 -1.97542
H -4.06676 -6.77840 -3.13909
H -2.27352 -5.91272 -0.85881
H -3.66577 -5.08561 -1.56039
*
```

Relative energy (zero: lowest compared OMol25 entry of this formula, charge and spin), eV: 4.5946
HOMO energy, eV: -6.5
Energy, eV: -80494.812

---

No. 2
H5NO2P2 | ωB97M-V/def2-TZVPD

Geometry as ORCA input:
```
! wB97M-V def2-TZVPD RIJCOSX def2/J DEFGRID3
* xyz 0 1
N 2.03087 0.64367 -0.22487
O -1.43339 1.63181 0.10164
O -1.92810 -0.86510 -0.13905
P -0.56870 -1.77381 0.25849
P -2.61399 0.55076 -0.02599
H 2.44009 0.07798 0.50475
H 2.85597 0.99497 -0.65348
H -0.80498 1.45052 0.83159
H 1.35220 0.10198 -0.85684
H -1.32997 -2.81278 0.20375
*
```

Relative energy (zero: lowest compared OMol25 entry of this formula, charge and spin), eV: 2.8067
HOMO energy (alpha / beta), eV: -7.2 / -8.2
Energy, eV: -24242.264